No. 1
{"formula": "C7H12BrO2", "method": "wB97M-V/def2-TZVPD", "e_homo_ev": -3.85, "charge": -1, "largest_force_ev_per_a": 4.1, "orbital_gap_ev": 6.968, "multiplicity": 1, "e_lumo_ev": 3.11, "energy_ev": -81592.8500, "elements": ["C", "C", "C", "C", "C", "C", "C", "O", "O", "Br", "H", "H", "H", "H", "H", "H", "H", "H", "H", "H", "H", "H"], "positions_angstrom": [[-0.646, -1.727, -2.593], [0.960, -1.287, 0.656], [1.006, 0.576, -1.061], [-1.102, 0.234, 2.291], [-1.024, 2.011, 0.606], [0.332, -0.025, 0.193], [-0.619, 0.661, 0.875], [-0.629, -2.808, -2.265], [-0.792, -0.602, -2.805], [2.692, -2.014, -3.593], [0.988, -2.030, -0.153], [0.597, -1.701, 1.569], [2.084, -1.030, 0.796], [1.488, -0.153, -1.718], [0.177, 1.071, -1.696], [1.636, 1.548, -0.746], [-0.782, 1.040, 2.932], [-0.592, -0.729, 2.537], [-2.256, 0.005, 2.418], [-2.047, 1.973, 0.196], [-1.040, 2.485, 1.584], [-0.431, 2.503, -0.023]]}

***

No. 2
{"formula": "C35H36BrN3O2S", "method": "wB97M-V/def2-TZVPD", "e_homo_ev": -9.03, "charge": 0, "largest_force_ev_per_a": 1.9, "orbital_gap_ev": 8.282, "multiplicity": 1, "e_lumo_ev": -0.74, "energy_ev": -126321.5831, "elements": ["N", "C", "C", "C", "C", "C", "C", "C", "O", "O", "C", "C", "N", "S", "N", "C", "C", "Br", "H", "H", "H", "H", "H", "H", "H", "H", "H", "H", "H", "H", "C", "C", "C", "C", "C", "C", "H", "H", "H", "H", "H", "H", "C", "C", "C", "C", "C", "C", "H", "H", "H", "H", "H", "H", "C", "C", "C", "C", "C", "C", "H", "H", "H", "H", "H", "H", "C", "C", "C", "C", "C", "C", "H", "H", "H", "H", "H", "H"], "positions_angstrom": [[4.875, 5.733, 2.697], [5.226, 4.957, 1.489], [3.983, 4.219, 1.004], [3.349, 3.195, 1.867], [4.025, 2.908, 3.197], [3.776, 1.490, 3.788], [3.915, 0.302, 2.775], [2.826, -0.728, 3.099], [3.101, -1.764, 3.654], [1.492, -0.497, 2.784], [2.235, 2.578, 1.440], [1.676, 2.872, 0.157], [0.588, 2.266, -0.317], [0.415, 2.950, -1.790], [1.651, 3.986, -1.862], [2.296, 3.852, -0.701], [3.468, 4.506, -0.213], [4.230, 5.830, -1.396], [5.684, 5.832, 3.297], [4.516, 6.640, 2.427], [5.683, 5.578, 0.711], [5.991, 4.217, 1.776], [5.103, 3.092, 3.190], [3.603, 3.626, 3.921], [4.557, 1.335, 4.549], [2.823, 1.409, 4.333], [4.865, -0.219, 2.953], [3.921, 0.607, 1.722], [1.116, 0.216, 3.317], [1.728, 1.838, 2.056], [-3.986, 1.752, -3.146], [-3.048, 2.564, -2.523], [-2.904, 3.888, -2.918], [-3.707, 4.400, -3.929], [-4.647, 3.589, -4.548], [-4.784, 2.263, -4.160], [-4.095, 0.718, -2.840], [-2.427, 2.163, -1.730], [-2.168, 4.521, -2.438], [-3.598, 5.434, -4.233], [-5.273, 3.990, -5.335], [-5.514, 1.629, -4.647], [-1.003, -3.600, -0.432], [-0.040, -2.863, 0.245], [0.197, -1.541, -0.104], [-0.537, -0.951, -1.124], [-1.503, -1.686, -1.800], [-1.733, -3.012, -1.457], [-1.186, -4.633, -0.161], [0.528, -3.322, 1.046], [0.951, -0.970, 0.421], [-0.355, 0.082, -1.391], [-2.076, -1.225, -2.596], [-2.482, -3.587, -1.988], [-1.742, -0.975, 4.407], [-2.929, -0.347, 4.762], [-4.005, -0.349, 3.885], [-3.897, -0.987, 2.656], [-2.711, -1.618, 2.302], [-1.632, -1.608, 3.176], [-0.901, -0.971, 5.090], [-3.016, 0.145, 5.724], [-4.929, 0.146, 4.159], [-4.738, -0.992, 1.973], [-2.627, -2.116, 1.343], [-0.706, -2.094, 2.898], [-1.358, -8.046, -3.529], [-0.395, -7.309, -2.852], [-0.158, -5.987, -3.202], [-0.891, -5.398, -4.223], [-1.857, -6.133, -4.898], [-2.087, -7.458, -4.553], [-1.540, -9.078, -3.258], [0.173, -7.767, -2.051], [0.598, -5.415, -2.678], [-0.710, -4.365, -4.493], [-2.429, -5.672, -5.693], [-2.837, -8.033, -5.083]]}

***

No. 3
{"formula": "C54H56N4O4W", "method": "wB97M-V/def2-TZVPD", "s_squared": 2.0221, "e_homo_ev": [-13.43, -13.44], "charge": 2, "largest_force_ev_per_a": 0.9, "orbital_gap_ev": [7.120, 6.214], "multiplicity": 3, "e_lumo_ev": [-6.31, -7.23], "energy_ev": -72871.8281, "elements": ["W", "C", "C", "C", "O", "C", "C", "O", "C", "O", "C", "C", "C", "C", "C", "C", "C", "C", "C", "C", "C", "C", "C", "O", "C", "C", "C", "C", "C", "C", "C", "C", "C", "C", "C", "C", "H", "H", "H", "H", "H", "H", "H", "H", "H", "H", "H", "H", "H", "H", "H", "H", "H", "H", "H", "H", "H", "H", "H", "H", "H", "H", "H", "H", "C", "C", "C", "C", "C", "C", "C", "C", "N", "C", "C", "C", "C", "N", "C", "C", "C", "C", "C", "C", "C", "C", "H", "H", "H", "H", "H", "H", "H", "H", "H", "H", "H", "H", "H", "H", "H", "H", "H", "H", "H", "H", "H", "H", "H", "H", "N", "C", "C", "C", "N", "H", "H", "H", "H"], "positions_angstrom": [[0.458, 0.676, -0.676], [-2.011, -3.541, 4.113], [-2.182, -2.284, 3.294], [-3.470, -1.550, 3.607], [-2.114, -2.627, 1.892], [-1.310, -1.706, 1.201], [-0.794, -0.757, 2.302], [-1.056, -1.437, 3.500], [0.704, -0.372, 2.321], [0.953, 0.127, 0.958], [1.719, -1.479, 2.541], [3.047, -1.104, 2.734], [4.036, -2.056, 2.913], [3.712, -3.405, 2.898], [2.396, -3.789, 2.702], [1.404, -2.835, 2.527], [0.848, 0.802, 3.269], [0.442, 2.073, 2.877], [0.487, 3.136, 3.764], [0.923, 2.933, 5.066], [1.297, 1.662, 5.472], [1.258, 0.599, 4.581], [-2.134, -1.047, 0.070], [-1.217, -0.114, -0.559], [-2.568, -2.045, -0.987], [-2.209, -3.386, -0.953], [-2.684, -4.263, -1.922], [-3.532, -3.813, -2.921], [-3.898, -2.473, -2.959], [-3.414, -1.601, -2.001], [-3.313, -0.255, 0.605], [-3.173, 1.048, 1.077], [-4.250, 1.722, 1.634], [-5.487, 1.100, 1.725], [-5.634, -0.199, 1.261], [-4.556, -0.873, 0.710], [-2.858, -4.205, 3.947], [-1.972, -3.287, 5.170], [-1.096, -4.060, 3.841], [-4.320, -2.107, 3.220], [-3.476, -0.550, 3.173], [-3.576, -1.458, 4.686], [-0.475, -2.226, 0.711], [-1.350, 0.193, 2.265], [3.304, -0.053, 2.764], [5.058, -1.745, 3.082], [4.479, -4.150, 3.051], [2.133, -4.837, 2.703], [0.387, -3.171, 2.415], [0.074, 2.250, 1.865], [0.173, 4.121, 3.445], [0.956, 3.758, 5.763], [1.618, 1.491, 6.490], [1.539, -0.389, 4.914], [-1.595, -3.780, -0.158], [-2.411, -5.308, -1.873], [-3.922, -4.505, -3.655], [-4.569, -2.113, -3.726], [-3.746, -0.569, -2.016], [-2.212, 1.550, 1.033], [-4.119, 2.728, 2.007], [-6.328, 1.621, 2.160], [-6.592, -0.695, 1.333], [-4.682, -1.890, 0.366], [0.409, -2.153, -2.951], [-0.396, -1.227, -3.816], [-1.278, -1.728, -4.762], [-1.996, -0.876, -5.589], [-1.821, 0.494, -5.492], [-0.919, 1.042, -4.581], [-0.671, 2.529, -4.611], [-0.238, 0.155, -3.750], [0.768, 0.641, -2.829], [1.919, 1.038, -3.286], [2.325, 1.070, -4.719], [2.884, 1.433, -2.245], [4.242, 1.911, -2.630], [2.441, 1.272, -1.021], [3.464, 1.318, 0.027], [4.320, 0.219, 0.100], [4.091, -1.034, -0.701], [5.396, 0.303, 0.974], [5.579, 1.420, 1.774], [4.675, 2.466, 1.717], [3.603, 2.439, 0.829], [2.691, 3.620, 0.723], [0.046, -3.174, -3.052], [0.344, -1.897, -1.878], [1.466, -2.142, -3.232], [-1.406, -2.798, -4.843], [-2.683, -1.281, -6.317], [-2.361, 1.157, -6.155], [-1.609, 3.078, -4.528], [-0.228, 2.813, -5.565], [-0.012, 2.877, -3.815], [1.643, 0.509, -5.351], [3.333, 0.670, -4.828], [2.355, 2.104, -5.071], [4.157, 2.644, -3.434], [4.844, 1.087, -3.019], [4.771, 2.354, -1.793], [3.031, -1.322, -0.711], [4.642, -1.861, -0.260], [4.424, -0.937, -1.736], [6.083, -0.529, 1.038], [6.417, 1.468, 2.453], [4.802, 3.328, 2.357], [2.645, 4.151, 1.672], [1.674, 3.309, 0.468], [3.035, 4.322, -0.041], [-2.033, 2.206, -1.715], [-2.717, 3.351, -1.771], [-1.870, 4.361, -1.352], [-0.672, 3.723, -1.047], [-0.777, 2.404, -1.268], [-2.354, 1.259, -1.894], [-3.742, 3.370, -2.096], [-2.090, 5.409, -1.280], [0.252, 4.151, -0.707]]}

***

Q: Which formula does entry 3 have?
A: C54H56N4O4W